# 1
# C5H10O

C5H10O in the gas phase (ωB97M-V/def2-TZVPD, the Open Molecules 2025 dataset).

Last column: Mulliken charge in e.
Atoms and positions in Å:
C  -1.490  -1.901  0.080  -1.280
C  -0.318  -0.966  -0.080  -0.167
C  1.628  0.942  -0.867  -0.915
C  0.756  1.741  -0.102  -0.130
C  -0.211  1.069  0.939  -0.390
O  -0.146  -0.240  1.149  -0.291
H  -1.289  -2.668  0.832  0.319
H  -1.698  -2.388  -0.879  0.357
H  -2.372  -1.326  0.377  0.311
H  0.614  -1.493  -0.311  0.317
H  2.229  0.175  -0.388  0.387
H  1.635  0.979  -1.951  0.317
H  0.264  2.568  -0.619  0.251
H  1.297  2.148  0.790  0.203
H  -0.538  -0.233  -0.859  0.361
H  -0.361  1.592  1.889  0.349

## Properties
Multiplicity   1
LUMO level (alpha / beta)   0.92 / 0.54 eV
HOMO (alpha / beta)   -7.6 / -6.9 eV
F_max   2.445 eV/Å


# 2
# C5H10O

A molecular structure, C5H10O (ωB97M-V/def2-TZVPD, the Open Molecules 2025 dataset).

Last column: Mulliken charge in e.
Atoms and positions in Å:
C  1.900  -0.083  -0.053  -1.571
C  0.497  0.501  0.147  0.494
C  -0.440  0.223  -1.066  -0.735
C  -1.597  -0.535  -0.393  -0.330
O  -1.068  -1.148  0.719  -0.374
C  -0.362  -0.106  1.283  -0.444
H  2.391  0.396  -0.913  0.373
H  2.541  0.076  0.823  0.388
H  1.858  -1.159  -0.254  0.367
H  0.585  1.575  0.335  0.294
H  -0.844  1.134  -1.506  0.300
H  0.089  -0.321  -1.860  0.326
H  -2.128  -1.314  -0.979  0.325
H  -2.202  0.507  0.234  0.120
H  -1.400  0.774  1.321  0.116
H  0.180  -0.520  2.162  0.352

## Properties
Multiplicity   1
LUMO level   1.10 eV
HOMO   -10.1 eV
F_max   3.658 eV/Å


# 3
# C5H10O

C5H10O in the gas phase (ωB97M-V/def2-TZVPD, the Open Molecules 2025 dataset).

Last column: Mulliken charge in e.
Atoms and positions in Å:
C  2.101  -0.673  -0.023  -1.132
C  1.098  0.500  0.013  -0.737
C  -0.335  0.201  -0.496  -0.124
C  -1.420  1.139  -0.051  -0.750
C  -1.346  -0.175  0.485  0.159
H  1.745  -1.632  0.427  0.298
H  2.994  -0.477  0.625  0.324
H  2.437  -0.984  -1.004  0.322
H  1.571  1.314  -0.516  0.341
H  0.932  0.969  0.906  0.402
H  -0.349  -0.093  -1.555  0.353
H  -1.267  1.940  0.707  0.239
H  -2.267  1.313  -0.823  0.235
H  -1.171  -0.421  1.530  0.349
H  -2.345  -1.944  -0.060  0.295
O  -2.379  -0.976  -0.165  -0.573

## Properties
Multiplicity   1
LUMO level   1.01 eV
HOMO   -9.6 eV
F_max   4.730 eV/Å


# 4
# C5H10O

2 unconnected molecules or ions with the total composition C5H10O (ωB97M-V/def2-TZVPD, the Open Molecules 2025 dataset).

Last column: Mulliken charge in e.
Atoms and positions in Å:
C  2.834  0.233  -0.064  -1.208
C  1.564  -0.382  0.484  -0.244
O  0.464  0.184  -0.230  -0.341
C  -0.742  -0.332  0.041  0.152
C  -3.430  0.317  0.994  -0.573
C  -1.859  0.103  -0.557  -0.805
H  3.707  -0.197  0.435  0.379
H  2.837  1.315  0.094  0.302
H  2.915  0.040  -1.138  0.307
H  1.565  -1.471  0.348  0.352
H  1.449  -0.168  1.555  0.337
H  -0.760  -1.136  0.780  0.319
H  -2.850  -0.290  1.723  0.147
H  -3.028  1.336  1.159  0.203
H  -2.837  -0.402  -0.407  0.330
H  -1.833  0.922  -1.267  0.344

## Properties
Multiplicity   1
LUMO level   0.37 eV
HOMO   -8.4 eV
F_max   0.361 eV/Å


# 5
# C5H10O

C5H10O in the gas phase (ωB97M-V/def2-TZVPD, the Open Molecules 2025 dataset).

Last column: Mulliken charge in e.
Atoms and positions in Å:
C  1.919  0.496  0.566  -1.028
C  0.907  0.106  -0.547  -0.888
C  -0.587  -0.122  -0.247  1.269
C  -1.188  -1.526  -0.032  -1.319
C  -1.333  1.083  0.169  -0.645
O  -1.487  0.579  -1.141  -0.510
H  2.107  -0.271  1.328  0.309
H  1.683  1.431  1.092  0.288
H  2.892  0.682  0.089  0.340
H  1.330  -0.752  -1.085  0.329
H  0.893  0.943  -1.252  0.327
H  -1.695  -1.735  -0.978  0.326
H  -0.509  -2.370  0.173  0.332
H  -1.978  -1.521  0.728  0.324
H  -0.826  2.051  0.168  0.278
H  -2.165  1.012  0.875  0.266

## Properties
Multiplicity   1
LUMO level   1.01 eV
HOMO   -10.0 eV
F_max   0.656 eV/Å


# 6
# C5H10O

C5H10O in the gas phase (ωB97M-V/def2-TZVPD, the Open Molecules 2025 dataset).

Last column: Mulliken charge in e.
Atoms and positions in Å:
C  -1.494  0.708  -0.248  -1.497
C  -0.609  -0.181  0.613  0.281
C  -0.351  -1.611  0.116  -0.528
O  1.070  -1.436  0.170  -0.431
C  0.934  -0.054  0.551  0.338
C  1.538  0.856  -0.508  -1.339
H  -1.479  1.751  0.087  0.332
H  -2.532  0.360  -0.190  0.396
H  -1.200  0.686  -1.304  0.325
H  -0.970  -0.165  1.647  0.339
H  -0.710  -1.807  -0.906  0.252
H  -0.681  -2.423  0.773  0.271
H  1.392  0.106  1.539  0.293
H  2.632  0.798  -0.466  0.370
H  1.238  1.903  -0.377  0.299
H  1.222  0.508  -1.497  0.298

## Properties
Multiplicity   1
LUMO level   1.10 eV
HOMO   -9.5 eV
F_max   0.415 eV/Å


# 7
# C5H10O

C5H10O in the gas phase (ωB97M-V/def2-TZVPD, the Open Molecules 2025 dataset).

Last column: Mulliken charge in e.
Atoms and positions in Å:
C  -0.227  -1.654  -0.904  -1.008
C  -0.281  -0.135  -1.079  -0.874
C  0.125  0.631  0.170  1.298
C  -0.967  0.984  1.162  -1.341
C  1.522  0.530  0.607  -0.676
O  1.050  1.695  -0.053  -0.519
H  -0.862  -2.000  -0.081  0.302
H  0.795  -1.986  -0.689  0.290
H  -0.557  -2.158  -1.818  0.338
H  -1.286  0.176  -1.389  0.320
H  0.403  0.165  -1.880  0.332
H  -1.397  1.958  0.905  0.299
H  -1.777  0.248  1.151  0.341
H  -0.580  1.054  2.182  0.358
H  2.220  -0.079  0.030  0.272
H  1.781  0.660  1.658  0.266

## Properties
Multiplicity   1
LUMO level   1.00 eV
HOMO   -10.1 eV
F_max   0.292 eV/Å


# 8
# C5H10O

C5H10O in the gas phase (ωB97M-V/def2-TZVPD, the Open Molecules 2025 dataset).

Last column: Mulliken charge in e.
Atoms and positions in Å:
C  1.450  -0.897  -0.912  -1.289
C  0.521  0.266  -0.710  -0.157
C  -0.925  0.282  -1.121  -0.394
O  -1.024  1.535  -0.201  -0.344
C  0.071  0.767  0.652  0.316
C  -0.614  -0.093  1.706  -1.287
H  2.458  -0.658  -0.548  0.308
H  1.551  -1.117  -1.983  0.319
H  1.144  -1.839  -0.420  0.299
H  -0.192  1.891  -0.754  0.489
H  -1.681  -0.386  -0.676  0.184
H  -1.203  0.505  -2.158  0.243
H  0.704  1.509  1.159  0.340
H  -1.172  0.506  2.435  0.351
H  0.183  -0.615  2.251  0.338
H  -1.279  -0.854  1.291  0.282

## Properties
Multiplicity   1
LUMO level   1.02 eV
HOMO   -6.8 eV
F_max   0.334 eV/Å


# 9
# C5H10O

2 unconnected molecules or ions with the total composition C5H10O (ωB97M-V/def2-TZVPD, the Open Molecules 2025 dataset).

Last column: Mulliken charge in e.
Atoms and positions in Å:
C  1.905  0.453  0.207  -0.710
C  1.465  0.275  -1.033  -0.506
C  -1.156  -0.058  -0.390  0.801
C  -0.956  -1.535  -0.114  -1.097
C  -0.989  0.898  0.771  -1.051
O  -1.525  0.332  -1.477  -0.562
H  -0.091  0.671  1.349  0.275
H  2.006  1.447  0.638  0.336
H  2.116  -0.382  0.875  0.316
H  1.326  -0.718  -1.455  0.290
H  1.147  1.107  -1.656  0.273
H  -0.815  -2.077  -1.052  0.315
H  -0.126  -1.744  0.568  0.269
H  -1.875  -1.897  0.358  0.390
H  -0.922  1.920  0.387  0.289
H  -1.856  0.808  1.430  0.374

## Properties
Multiplicity   1
LUMO level   0.98 eV
HOMO   -9.6 eV
F_max   0.366 eV/Å


# 10
# C5H10O

C5H10O in the gas phase (ωB97M-V/def2-TZVPD, the Open Molecules 2025 dataset).

Last column: Mulliken charge in e.
Atoms and positions in Å:
C  2.521  -0.226  0.031  -0.705
O  1.260  -0.322  0.645  -0.386
C  0.116  -0.043  -0.110  0.088
C  -0.867  1.149  0.183  -0.693
C  -1.994  0.166  -0.216  -0.522
C  -1.045  -0.978  0.180  -0.593
H  2.807  0.811  -0.190  0.293
H  2.599  -0.814  -0.897  0.311
H  3.226  -0.642  0.755  0.241
H  0.327  0.048  -1.182  0.296
H  -0.935  1.385  1.249  0.269
H  -0.774  2.083  -0.389  0.298
H  -2.152  0.204  -1.298  0.239
H  -2.968  0.221  0.277  0.320
H  -1.033  -1.088  1.271  0.229
H  -1.087  -1.954  -0.310  0.314

## Properties
Multiplicity   1
LUMO level   1.17 eV
HOMO   -9.5 eV
F_max   0.598 eV/Å


# 11
# C5H10O

2 unconnected molecules or ions with the total composition C5H10O (ωB97M-V/def2-TZVPD, the Open Molecules 2025 dataset).

Last column: Mulliken charge in e.
Atoms and positions in Å:
O  -2.000  0.098  0.863  -0.535
C  -1.132  0.143  -0.276  0.298
C  -0.312  -1.143  -0.359  -0.722
C  0.876  -0.970  0.225  -0.511
C  0.970  0.406  0.774  -0.433
C  -0.103  1.228  0.059  -0.822
H  -2.491  -0.730  0.822  0.319
H  -1.715  0.377  -1.179  0.339
H  -0.747  -2.107  -0.590  0.397
H  1.211  -0.268  -1.828  -0.020
H  1.653  -1.680  0.492  0.410
H  0.474  -0.184  1.611  0.235
H  1.883  0.896  1.128  0.367
H  1.741  0.204  -1.611  0.037
H  -0.536  1.983  0.722  0.303
H  0.227  1.748  -0.853  0.338

## Properties
Multiplicity   1
LUMO level   1.06 eV
HOMO   -8.7 eV
F_max   2.503 eV/Å


# 12
# C5H10O

A molecular structure, C5H10O (ωB97M-V/def2-TZVPD, the Open Molecules 2025 dataset).

Last column: Mulliken charge in e.
Atoms and positions in Å:
O  -1.628  0.310  0.942  -0.705
C  -1.189  0.330  -0.280  0.500
C  -0.269  -0.737  -0.662  -0.768
C  0.979  -0.854  0.196  -0.334
C  1.143  0.625  0.604  -0.569
C  0.189  1.290  -0.396  -0.816
H  -1.725  -1.325  0.811  -0.010
H  -1.878  0.624  -1.096  0.343
H  -1.441  -1.912  0.310  0.129
H  -0.202  -1.025  -1.715  0.327
H  1.819  -1.211  -0.407  0.290
H  0.849  -1.536  1.039  0.259
H  0.769  0.789  1.615  0.262
H  2.172  0.990  0.538  0.364
H  -0.213  2.261  -0.100  0.378
H  0.625  1.383  -1.397  0.351

## Properties
Multiplicity   1
LUMO level (alpha / beta)   -0.41 / -0.41 eV
HOMO (alpha / beta)   -8.9 / -8.9 eV
F_max   0.329 eV/Å


Relative energy (zero: lowest compared OMol25 entry of this formula, charge and spin) list, top to bottom, in kJ/mol: 438.0, 247.7, 199.0, 540.3, 148.1, 105.9, 111.3, 493.4, 127.0, 147.2, 307.3, 476.3